Computed, not measured: an isolated molecule of C3H10N2S, with ωB97M-V with the def2-TZVPD basis set.

Properties
HOMO level ... -8.9 eV
HOMO-LUMO gap ... 9.88 eV
Relative energy (zero: lowest compared OMol25 entry of this formula, charge and spin) ... 1.69 kcal/mol
SMILES ... NC[C@H](N)CS
Maximum force ... 1.25 eV Å⁻¹
Electronic energy ... -627.991942 Ha

Atoms and positions in Å:
1 N -1.2899 0.5492 0.4560
2 C -0.2159 -0.3027 -0.0472
3 C 0.4984 -1.0022 1.0952
4 S -0.6450 -2.0491 2.0357
5 C 0.7857 0.5699 -0.8029
6 N 0.1556 1.2303 -1.9325
7 H -1.3726 1.3752 -0.1126
8 H -0.9948 -1.1518 2.9530
9 H -2.1172 0.0189 0.6677
10 H -0.6261 -1.0896 -0.6855
11 H 1.3069 -1.6066 0.6867
12 H 0.9461 -0.2861 1.7702
13 H 1.6839 -0.0333 -1.0031
14 H 1.1084 1.2960 -0.0627
15 H 0.0246 0.5453 -2.6715
16 H 0.7520 1.9364 -2.3466

These are the natural (NBO) partial charges, in e, on atoms 1 to 2:
1. N -0.88
2. C -0.07

=====

Computed, not measured: a structure of composition C25H25MoN4O6S, with ωB97M-V with the def2-TZVPD basis set.

Properties
HOMO level (spin up / spin down) ... -4.8 / -4.8 eV
HOMO-LUMO gap (spin up / spin down) ... 6.70 / 6.69 eV
Relative energy (zero: lowest compared OMol25 entry of this formula, charge and spin) ... 13.69 kcal/mol
Net charge ... -1
Maximum force ... 1.10 eV Å⁻¹
Electronic energy ... -2104.609112 Ha

Atoms and positions in Å:
1 Mo 0.8092 0.0126 -0.0866
2 N -1.6691 2.8090 2.0176
3 C -0.7477 1.8328 1.7648
4 S 0.7979 2.2919 1.0714
5 N -1.0920 0.6203 2.1086
6 N -0.0708 -0.2763 1.7625
7 C 0.2723 -1.1145 2.6631
8 C 1.3950 -2.0292 2.5232
9 C 1.5176 -3.1276 3.3780
10 C 2.5928 -3.9860 3.2821
11 C 3.5835 -3.7362 2.3265
12 C 3.5019 -2.6373 1.4950
13 C 2.4092 -1.7759 1.5955
14 O 2.3456 -0.6921 0.8163
15 H -1.4898 3.6717 1.5308
16 H -2.6240 2.4831 1.9427
17 H -0.2880 -1.0781 3.5934
18 H 0.7400 -3.3044 4.1127
19 H 2.6679 -4.8417 3.9394
20 H 4.4274 -4.4094 2.2366
21 H 4.2557 -2.4245 0.7485
22 O -4.5807 2.5327 -2.9042
23 C -3.4488 2.1751 -2.7270
24 C -2.2918 2.2618 -3.7697
25 O -2.3616 2.7478 -4.8635
26 C -1.0795 1.6074 -3.1088
27 C -1.5244 1.2544 -1.8040
28 O -0.6442 0.6665 -0.9566
29 C -2.8627 1.5671 -1.4505
30 O -3.4900 1.3891 -0.4139
31 O 0.0217 1.4579 -3.6173
32 C 4.5502 -3.4105 -4.0628
33 C 3.8013 -2.3162 -3.3417
34 C 4.2882 -1.0135 -3.3610
35 C 3.5960 -0.0027 -2.7003
36 C 4.0594 1.4283 -2.7106
37 C 2.4271 -0.3519 -2.0616
38 C 1.8833 -1.6540 -1.9954
39 C 2.6286 -2.6403 -2.6636
40 N 0.7659 -1.7667 -1.1755
41 C -0.3193 -2.7497 -1.3415
42 C -1.0101 -2.9200 0.0082
43 C -1.3305 -2.1993 -2.3581
44 C 0.1323 -4.1374 -1.8130
45 H 5.5019 -3.0465 -4.4509
46 H 3.9700 -3.7946 -4.9050
47 H 4.7540 -4.2539 -3.3995
48 H 5.2012 -0.7808 -3.8986
49 H 5.0161 1.5256 -3.2237
50 H 4.1727 1.8124 -1.6951
51 H 3.3292 2.0615 -3.2190
52 H 1.8901 0.5171 -1.6553
53 H 2.3334 -3.6769 -2.6415
54 H -1.4318 -1.9767 0.3610
55 H -0.3090 -3.2957 0.7581
56 H -1.8321 -3.6332 -0.0885
57 H -1.8845 -1.3562 -1.9454
58 H -2.0528 -2.9727 -2.6366
59 H -0.8169 -1.8590 -3.2605
60 H 0.9233 -4.5422 -1.1763
61 H 0.4716 -4.1312 -2.8485
62 H -0.7253 -4.8109 -1.7547

These are the natural (NBO) partial charges, in e, on atoms 1 to 2:
1. Mo 1.22
2. N -0.80

=====

Computed, not measured: a cluster of 2 separate species, C6H13N3O2Si in total, with ωB97M-V with the def2-TZVPD basis set.

Properties
HOMO level ... -10.1 eV
HOMO-LUMO gap ... 9.99 eV
Relative energy (zero: lowest compared OMol25 entry of this formula, charge and spin) ... 0.00 kcal/mol
SMILES ... C[Si](C)(C)/N=[N+](\[O-])O.C=CC#N
Maximum force ... 5.45 eV Å⁻¹
Electronic energy ... -840.488656 Ha

Atoms and positions in Å:
1 C 4.2380 -0.7396 0.0957
2 C -1.8293 -1.4407 0.7008
3 C -2.6716 1.4272 0.8623
4 C -1.6578 0.4465 -1.9648
5 C 3.0845 -1.1614 0.7097
6 C 2.0647 -1.7180 0.0209
7 N 5.0539 -0.2841 -0.5851
8 N 0.2746 0.5637 0.3450
9 N 0.8927 1.5786 0.0794
10 O 2.1369 1.7158 0.8612
11 O 0.8285 2.4400 -0.7772
12 Si -1.5077 0.2694 -0.0701
13 H -1.4530 -2.0342 -0.1186
14 H -1.3669 -1.6559 1.7047
15 H -2.9332 -1.8333 0.5445
16 H -2.7330 2.3766 0.3765
17 H -3.6759 1.0812 0.7915
18 H -2.3969 1.5450 1.8570
19 H -2.4353 1.1891 -2.2536
20 H -0.7854 0.8087 -2.5114
21 H -1.8879 -0.5508 -2.4374
22 H 2.8180 1.1323 0.5338
23 H 2.7648 -1.1257 1.8119
24 H 2.0589 -1.9463 -1.0559
25 H 1.1185 -2.0840 0.4793

These are the natural (NBO) partial charges, in e, on atoms 1 to 2:
1. C 0.22
2. C -1.14

=====

Computed, not measured: the ion C3H7N2O2 with charge -1, with ωB97M-V with the def2-TZVPD basis set.

Properties
HOMO level ... -3.1 eV
HOMO-LUMO gap ... 5.04 eV
Relative energy (zero: lowest compared OMol25 entry of this formula, charge and spin) ... 140.79 kcal/mol
Net charge ... -1
Maximum force ... 6.91 eV Å⁻¹
Electronic energy ... -378.353741 Ha

Atoms and positions in Å:
1 O 1.4499 1.0133 0.0020
2 C 0.3155 0.6129 -0.5147
3 N -0.7950 0.8802 0.3105
4 C -0.4583 0.7120 1.7650
5 O -1.4963 0.6866 2.5821
6 C 0.5084 -1.0128 -0.9229
7 N -0.4936 -1.5654 -1.6494
8 H 0.2452 1.0801 -1.5176
9 H 0.2578 1.5260 1.9931
10 H 0.1643 -0.2072 1.7379
11 H 0.5561 -1.4041 0.1046
12 H 1.5781 -1.0354 -1.2514
13 H -1.5870 0.3213 -0.0034
14 H -0.2451 -1.6077 -2.6359

These are the natural (NBO) partial charges, in e, on atoms 1 to 2:
1. O -0.65
2. C 0.28

=====

Computed, not measured: a cluster of 18 separate species, C10H53NO21 in total, with ωB97M-V with the def2-TZVPD basis set.

Properties
HOMO level ... -9.1 eV
HOMO-LUMO gap ... 9.08 eV
Relative energy (zero: lowest compared OMol25 entry of this formula, charge and spin) ... 0.00 kcal/mol
Maximum force ... 1.27 eV Å⁻¹
Electronic energy ... -2047.605708 Ha

Atoms and positions in Å:
1 C 1.5427 3.0841 0.5383
2 C 0.4953 3.0376 -0.5552
3 O 0.7784 2.6730 -1.6612
4 O -0.7185 3.4790 -0.1818
5 C -1.8392 2.7964 -0.7591
6 C -2.3800 1.7379 0.1955
7 C -3.7813 1.3172 -0.3131
8 C -1.4369 0.5470 0.3031
9 C -1.1727 -0.1196 -1.0634
10 C -0.2291 -1.3481 -0.9675
11 C 0.5581 -1.5027 0.3348
12 N -0.1856 -2.2095 1.4032
13 O -2.5994 2.4265 1.4644
14 C -1.9863 1.8741 2.5353
15 O -2.5451 1.1367 3.2823
16 H 2.2886 3.8026 0.1871
17 H 2.0289 2.1226 0.6574
18 H 1.1455 3.4724 1.4673
19 H -1.6318 2.3801 -1.7395
20 H -2.6266 3.5379 -0.8947
21 H -4.5056 1.8141 0.3295
22 H -3.9578 1.6864 -1.3207
23 H -3.9246 0.2429 -0.2769
24 H -0.4647 0.9011 0.6582
25 H -1.8450 -0.2266 0.9495
26 H -0.7181 0.5605 -1.7790
27 H -2.1281 -0.4729 -1.4325
28 H 0.5033 -1.2471 -1.7697
29 H -0.7439 -2.2882 -1.1569
30 H 1.4175 -2.1290 0.0995
31 H 0.9691 -0.5588 0.7068
32 H -1.1620 -2.2400 1.1320
33 H 0.1011 -3.1800 1.3453
34 H -0.9419 2.1691 2.6973
35 O 3.1904 -3.3974 0.3774
36 H 3.3778 -4.2572 0.7654
37 H 3.9202 -3.2420 -0.2357
38 O 1.7662 -0.5002 -3.6342
39 H 2.0233 0.2353 -3.0683
40 H 1.3456 -0.0829 -4.3985
41 O -2.5784 -3.3791 2.3673
42 H -3.1468 -3.7511 3.0486
43 H -1.9671 -2.8148 2.8619
44 O -4.1203 -0.4193 -2.8278
45 H -4.3786 -1.3070 -2.5441
46 H -4.9273 0.0982 -2.7377
47 O -2.0654 -0.0690 5.9572
48 H -1.7967 0.7191 6.4374
49 H -2.4751 0.2675 5.1495
50 O -0.0053 1.2714 -5.4841
51 H 0.1355 2.2216 -5.5441
52 H -0.9549 1.1589 -5.5882
53 O 1.4400 1.8804 3.4037
54 H 0.8630 1.5663 4.1091
55 H 2.0528 2.4785 3.8504
56 O -3.7571 -2.1007 -5.3321
57 H -3.8238 -1.4937 -4.5829
58 H -3.3183 -1.5936 -6.0204
59 O 3.1194 -2.0085 -5.6455
60 H 2.9148 -1.5167 -4.8334
61 H 3.5475 -1.3676 -6.2199
62 O 3.1644 0.3696 -1.0733
63 H 2.9540 -0.1101 -0.2614
64 H 2.5709 1.1319 -1.0604
65 O -3.3653 -2.5862 -0.4874
66 H -3.6944 -2.9044 0.3637
67 H -3.0889 -3.3833 -0.9515
68 O -0.9093 -3.7478 4.7515
69 H -0.9658 -3.0661 5.4309
70 H -0.0004 -4.0590 4.7965
71 O 4.3135 2.5537 3.7466
72 H 5.2638 2.6837 3.6912
73 H 4.1713 1.7465 3.2423
74 O 5.1108 -1.9404 -1.5547
75 H 5.7482 -1.7198 -2.2391
76 H 4.3445 -1.3822 -1.7475
77 O 5.9901 1.3847 -2.3595
78 H 5.0912 1.1109 -2.1429
79 H 6.2054 0.9130 -3.1692
80 O 4.7127 1.9047 1.1029
81 H 5.3626 2.1432 0.4317
82 H 3.9551 2.4646 0.9100
83 O -5.4129 -0.1421 4.9420
84 H -5.2242 -0.9742 5.3865
85 H -4.6741 -0.0218 4.3350

These are the Löwdin partial charges, in e, on atoms 1 to 2:
1. C 0.02
2. C -0.52

=====

Computed, not measured: an isolated molecule of C7H12, with ωB97M-V with the def2-TZVPD basis set.

Properties
HOMO level ... -8.1 eV
HOMO-LUMO gap ... 8.57 eV
Relative energy (zero: lowest compared OMol25 entry of this formula, charge and spin) ... 97.28 kcal/mol
Maximum force ... 0.45 eV Å⁻¹
Electronic energy ... -273.753532 Ha

Atoms and positions in Å:
1 C -2.6142 0.1139 -0.1870
2 C -1.4612 -0.6461 -0.7237
3 C -0.3044 0.2482 -1.0613
4 C 0.7355 -0.0354 0.0380
5 C 1.9642 -0.8400 -0.2723
6 C 2.0766 0.6421 -0.0259
7 C 0.0582 -0.2502 1.3782
8 H -3.2191 0.2070 -1.1107
9 H -2.4409 1.1392 0.1898
10 H -3.2375 -0.4572 0.5115
11 H -0.6941 -1.0430 1.2498
12 H 0.1093 -0.0309 -2.0377
13 H -0.5361 1.3300 -1.0639
14 H 2.1093 -1.2012 -1.2869
15 H 2.3340 -1.5135 0.4974
16 H 2.2992 1.2829 -0.8767
17 H 2.5268 0.9787 0.9063
18 H -0.4533 0.6597 1.7181
19 H 0.7477 -0.5843 2.1571

These are the natural (NBO) partial charges, in e, on atoms 1 to 2:
1. C -0.79
2. C 0.20

=====

Among the records above, which one has the lowest electronic energy? C25H25MoN4O6S

=====

Among the records above, which one has the lowest electronic energy? C25H25MoN4O6S

=====

Which value of relative energy (zero: lowest compared OMol25 entry of this formula, charge and spin) does entry 2 give? 13.69 kcal/mol